(1)
Density functional theory data (the ωB97M-V functional and the def2-TZVPD basis) for 5 unconnected molecules or ions with the total composition C42H53BBrIN5O18P3S at a distorted geometry.

Last column: Löwdin charge in e.
Positions of all 125 atoms, in Å:
1 I 5.58992 -2.93579 -0.23531  0.4229
2 Br -2.59319 -1.99017 0.20900  0.3043
3 S -1.84101 -5.77480 0.31921  0.7637
4 P 4.56658 -1.42651 1.48162  0.6056
5 P -0.40551 -2.68487 0.11694  0.7252
6 P 1.93001 -0.26050 2.46735  0.9474
7 O -2.26235 -7.11029 0.93322  -0.4045
8 O -3.07942 1.20497 6.09712  0.0454
9 O -1.12085 -3.64228 2.52397  -0.1598
10 O -1.86332 -6.00024 -1.19068  -0.4052
11 O 0.36168 3.38667 -2.71219  0.0371
12 O 4.97625 -2.00202 3.04411  -0.4159
13 O 3.99175 7.34790 -5.83122  0.0418
14 O 2.07922 -2.78797 1.06572  -0.2802
15 O -4.06067 -0.00574 7.60092  0.0692
16 O -2.42102 -5.25557 3.62000  0.0789
17 O 2.00812 0.15887 -7.55639  0.0636
18 O -0.23866 -3.46979 -1.39174  -0.3582
19 O 2.39687 -0.75123 4.07962  -0.3571
20 O -1.14885 4.84589 -3.24667  0.0677
21 O -3.17946 -7.59330 3.91895  0.0949
22 O 3.53171 0.14930 -9.09359  0.0725
23 O -1.68097 -6.65993 5.64291  0.1041
24 O 4.08507 8.32087 -7.76225  0.0824
25 N -1.12738 -3.67752 4.87032  0.0160
26 N 2.93696 0.67463 -8.16336  -0.3471
27 N 3.48756 7.97572 -6.75335  -0.3349
28 N -4.03517 0.92683 6.80962  -0.3358
29 N -0.78151 3.69952 -3.02940  -0.3288
30 C -5.24821 2.83113 5.80730  0.0000
31 C -6.32423 1.51058 7.53218  -0.0004
32 C -7.46891 3.39442 6.55673  -0.0717
33 C 2.42914 0.76642 -0.45345  -0.0370
34 C -5.22813 1.77101 6.71152  -0.1394
35 C 2.07160 8.33153 -6.64150  -0.1416
36 C 3.36216 2.01402 -7.75035  -0.1457
37 C 1.44892 9.01352 -7.68555  -0.0010
38 C 2.30559 -4.73505 2.63405  -0.2499
39 C 2.64116 -1.48662 1.23254  -0.7346
40 C 3.35027 -5.26252 1.53416  -0.1071
41 C 4.13602 4.56603 -6.99411  -0.0608
42 C 2.72377 2.63862 -6.68094  -0.0098
43 C 0.01105 8.29393 -5.40388  -0.0606
44 C -2.15133 -1.39670 5.56914  -0.0936
45 C 0.02171 -0.31541 2.54463  -0.2700
46 C 2.49840 -0.76413 -0.23312  -0.2379
47 C 2.47210 -1.64351 -1.54136  -0.0814
48 C -0.61905 8.96581 -6.44747  -0.0696
49 C 2.21826 0.50384 -3.17504  -0.0552
50 C 2.33450 -1.02759 -2.97048  -0.0410
51 C -3.07930 2.93744 -3.52616  -0.0040
52 C 3.11916 -4.35776 4.00359  -0.1870
53 C -3.65134 0.60333 -3.32801  -0.0632
54 C 4.77570 3.93474 -8.05741  -0.0541
55 C -7.44561 2.32942 7.45249  -0.0658
56 C -2.39740 -2.91172 5.01447  -0.2235
57 C -0.09614 -5.37136 0.92423  -0.1882
58 C 4.39236 2.65275 -8.43919  -0.0007
59 C 2.29157 1.39521 -1.89461  -0.0526
60 C 0.09794 9.32768 -7.58455  -0.0665
61 C -1.77207 2.63112 -3.14986  -0.1422
62 C 1.42207 -3.45153 2.13395  -0.2396
63 C -0.05490 -3.91075 1.58447  -0.5076
64 C 3.11567 3.91842 -6.30464  -0.0528
65 C -1.14080 -4.54535 3.63980  -0.3144
66 C 2.45627 -5.07089 5.31623  -0.1071
67 C -2.34175 0.30834 -2.96237  -0.0669
68 C -1.39714 1.32149 -2.87445  0.0119
69 C -4.01974 1.91560 -3.61502  -0.0666
70 C -6.37511 3.64296 5.73260  -0.0655
71 C 1.36104 7.97316 -5.49718  0.0025
72 B -2.38536 -6.46172 4.39985  -0.6134
73 H 1.83944 7.44660 -4.67844  0.1206
74 H 2.55911 -2.77489 -1.42763  0.0616
75 H -4.38862 -0.19171 -3.38860  0.1110
76 H 1.58579 -0.71650 4.65029  0.0544
77 H -2.37456 -6.57627 6.34571  0.1270
78 H -6.31866 0.68415 8.23427  0.1191
79 H -5.04101 2.14180 -3.90306  0.1074
80 H -2.77831 -4.84397 0.75497  0.0616
81 H 2.62256 4.41448 -5.47472  0.1075
82 H -0.44754 -0.12835 1.52109  0.0230
83 H -2.99666 -2.78724 4.05239  0.1239
84 H 4.89833 2.17163 -9.26895  0.1186
85 H -1.30179 -0.87411 4.99241  0.0536
86 H -4.11181 -7.25837 3.98141  0.1146
87 H -2.05657 -0.71491 -2.74071  0.0899
88 H -3.10209 -0.79790 5.30589  0.0616
89 H 2.21962 2.52365 -1.98991  0.0701
90 H 1.19848 -2.88574 3.09681  0.1335
91 H 0.11835 -6.23863 1.66101  0.1171
92 H 2.28597 -1.70905 -3.89374  0.0992
93 H 2.08494 1.03541 -4.17566  0.0774
94 H 3.06021 -5.06778 0.45006  0.0576
95 H -0.55200 8.01682 -4.51884  0.1090
96 H -0.32912 -1.26940 3.06418  0.0186
97 H 3.06960 -3.23796 4.20890  0.0796
98 H 1.92456 2.14795 -6.13634  0.0997
99 H 2.48069 1.50857 0.40358  0.0645
100 H 0.66887 -5.52392 0.07097  0.1256
101 H -2.02047 -1.35784 6.69946  0.0732
102 H 4.20416 -4.74123 3.97448  0.1094
103 H 4.43345 5.56870 -6.70151  0.0744
104 H 5.96956 -2.01438 3.04229  0.0552
105 H 1.66600 -5.62700 2.94489  0.0981
106 H -3.09635 -3.41991 5.78483  0.1251
107 H -0.38000 1.07503 -2.58725  0.0950
108 H -3.37851 3.95607 -3.74776  0.1167
109 H 0.62294 -3.93811 -1.43527  0.0484
110 H 1.85461 -4.26583 5.88017  0.0683
111 H 3.41583 -6.41506 1.64122  0.0971
112 H 4.38234 -4.87071 1.82821  0.0301
113 H -4.40132 3.03734 5.16195  0.1194
114 H -8.34401 4.03495 6.50127  0.1084
115 H 5.57169 4.44392 -8.59073  0.1111
116 H -1.67513 9.20787 -6.37472  0.1082
117 H 1.99612 9.30086 -8.57660  0.1196
118 H -6.40006 4.47279 5.03422  0.1091
119 H 3.26660 -5.47343 6.03186  0.0782
120 H -0.39823 9.85254 -8.39421  0.1087
121 H -0.32557 -5.33977 3.65077  0.1575
122 H -0.26790 0.56690 3.23779  0.0622
123 H -0.89060 -4.23030 5.70279  0.1093
124 H -8.30169 2.13950 8.09142  0.1091
125 H 1.71650 -5.89985 5.05544  0.0617

SMILES   CCN[C@@H](OB(O)O)O[C@](C[SH](=O)=O)([C@H](O[C@@](c1ccccc1)(P(C)O)P(O)I)[C@@H](C)CC)P(O)Br.O=[N+]([O-])c1ccccc1.O=[N+]([O-])c1ccccc1.O=[N+]([O-])c1ccccc1.O=[N+]([O-])c1ccccc1

=====

(2)
Density functional theory data (the ωB97M-V functional and the def2-TZVPD basis) for a molecular structure, C42H53BaClN3O2P2.

Last column: Löwdin charge in e.
Positions of all 104 atoms, in Å:
1 Ba 1.11998 0.37219 -0.32000  1.5966
2 Cl 4.44954 0.88536 0.97279  0.2326
3 P 1.25269 3.42645 0.94062  0.9873
4 P -1.87640 -1.11274 0.23275  1.0151
5 O 2.15312 -1.85282 -1.58911  -0.1368
6 O 1.23812 -3.12204 2.67999  0.0452
7 N -1.25306 1.88523 0.03840  -0.1328
8 N 1.59748 -2.11157 0.61984  0.0010
9 N 1.97774 -4.33375 0.85683  0.1385
10 C 2.26459 3.67677 2.47948  -0.5644
11 C 0.14911 -6.03734 -3.55353  -0.1076
12 C -2.11152 5.24523 2.50205  -0.3007
13 C 1.57234 -3.16238 1.51724  -0.5610
14 C -0.47909 3.83333 1.32704  -0.3064
15 C 1.21422 -5.20875 -3.88946  -0.0785
16 C -1.96622 -2.74695 -0.66758  -0.5410
17 C 6.70875 -4.58392 -0.71506  -0.1000
18 C 1.95720 -4.58926 -2.89810  -0.0255
19 C 0.57406 -5.60713 -1.22342  -0.0352
20 C -2.41740 6.41974 3.39657  -0.0708
21 C -0.81934 4.93005 2.12909  -0.0851
22 C 3.87087 1.17262 -0.78480  -0.7672
23 C 6.18448 -3.34414 -0.37582  -0.0668
24 C -1.33406 -2.55896 -2.05289  -0.1131
25 C -1.50527 2.98372 0.82362  -0.3427
26 C -3.11683 4.39793 2.03094  -0.0580
27 C -4.03586 1.98126 -2.40595  -0.0526
28 C 3.94525 -4.20683 -0.62489  -0.1329
29 C 5.85231 -5.63566 -1.00924  -0.0908
30 C 1.69382 2.79393 3.59090  -0.1233
31 C 2.43315 -4.03609 -0.48798  -0.2841
32 C 1.84519 4.73521 -0.23804  -0.5475
33 C -3.23852 -3.58658 -0.77841  -0.1070
34 C -2.96786 2.34761 -1.61993  -0.0403
35 C 1.26402 6.13476 -0.06735  -0.1246
36 C -2.79564 -1.32505 1.82998  -0.5408
37 C -2.32769 1.44343 -0.73871  -0.3663
38 C 2.57390 5.08338 2.98880  -0.1192
39 C -4.31894 -1.41266 1.74023  -0.1150
40 C -3.91165 -0.22023 -1.53543  -0.0719
41 C -0.16731 -6.23506 -2.21847  -0.0993
42 C 1.64390 -4.78488 -1.55332  -0.1572
43 C 4.81155 -3.15445 -0.32938  0.0017
44 C -2.83139 3.31886 1.22772  -0.0494
45 C -2.81022 0.11675 -0.73323  -0.3095
46 C 1.56832 4.21326 -1.65427  -0.1415
47 C -2.39909 -0.15400 2.73752  -0.1260
48 C -5.70836 0.27180 -3.23893  -0.0648
49 C 2.05337 -2.53444 -0.55587  -0.5639
50 C 4.47800 -5.44644 -0.96701  -0.0346
51 C -4.54325 0.67826 -2.37144  -0.2914
52 H -4.29236 -1.23319 -1.48789  0.0872
53 H -1.21965 -3.52131 -2.55840  0.0675
54 H -0.34182 -2.10926 -1.98251  0.0442
55 H -2.59780 3.36586 -1.65191  0.1144
56 H -0.99863 -6.87491 -1.94787  0.0976
57 H 2.77665 -3.93129 -3.15665  0.1239
58 H 1.46133 -5.04249 -4.93082  0.0995
59 H -4.49541 2.71202 -3.06502  0.1065
60 H 7.78150 -4.72834 -0.75392  0.0952
61 H -3.64581 2.68886 0.89337  0.1039
62 H 1.58597 1.76007 3.25569  0.0649
63 H 0.32222 -5.74263 -0.18003  0.1086
64 H 1.70198 5.57159 3.42437  0.0588
65 H -2.96344 -4.59251 -1.11143  0.0689
66 H 3.81019 -6.26380 -1.21350  0.1162
67 H 2.44201 -5.03871 1.40608  0.1480
68 H -1.65213 7.19271 3.30535  0.0681
69 H -2.46428 6.12756 4.44974  0.0714
70 H 2.97668 5.72385 2.20280  0.0574
71 H 4.38971 0.37289 -1.33142  -0.0897
72 H -4.75058 -1.33867 2.74303  0.0716
73 H -5.38520 0.01902 -4.25212  0.0743
74 H 6.84353 -2.51564 -0.14892  0.1060
75 H -0.02478 5.58176 2.46951  0.0799
76 H 3.21266 3.22816 2.16136  0.0596
77 H 0.49537 4.03577 -1.78465  0.0702
78 H -3.93052 -3.18502 -1.51973  0.0619
79 H 0.18037 6.11667 -0.19667  0.0749
80 H -3.76340 -3.68871 0.16964  0.0505
81 H 6.25413 -6.60524 -1.27805  0.0962
82 H 1.47375 6.56253 0.91338  0.0517
83 H 2.35773 2.79676 4.45870  0.0752
84 H 4.39162 2.09289 -1.07604  -0.0845
85 H 4.41412 -2.18118 -0.06480  0.1040
86 H -4.67039 -2.34224 1.29619  0.0473
87 H -6.43186 1.08521 -3.31774  0.0695
88 H -2.76086 0.79223 2.32946  0.0589
89 H 2.92968 4.76508 -0.08331  0.1066
90 H -4.71334 -0.58303 1.14932  0.0695
91 H 3.33070 5.01653 3.77659  0.0744
92 H -1.96058 -1.91727 -2.67776  0.0739
93 H -2.37841 -2.24446 2.25546  0.1076
94 H 2.10227 3.27644 -1.82800  0.0359
95 H 1.88245 4.93970 -2.40959  0.0722
96 H -6.21955 -0.59921 -2.82710  0.0699
97 H 0.71227 3.15515 3.90617  0.0709
98 H -4.14912 4.59257 2.30889  0.1058
99 H -2.83464 -0.28157 3.73239  0.0747
100 H -1.25428 -3.32657 -0.06525  0.0853
101 H -3.37921 6.86825 3.13946  0.0670
102 H 1.68398 6.80460 -0.82446  0.0727
103 H -0.43042 -6.52086 -4.33022  0.0950
104 H -1.31654 -0.07961 2.84407  0.0686

Net charge   -1

=====

Calculated HOMO in order - -8.21 -4.02 eV
Calculated HOMO-LUMO gap in order - 7.309 6.375 eV